Record 1
Computed, not measured: 16 unconnected molecules or ions with the total composition C3H37O15S, with wB97M-V/def2-TZVPD.

Geometry as XYZ:
```
56
Properties=species:S:1:pos:R:3:forces:R:3
C -0.11483 -0.13920 0.88488 -0.3 -0.5 0.1
C -0.22782 1.10770 0.03913 0.0 -0.3 -0.6
C -0.96360 2.25068 0.74381 0.1 0.5 0.4
S -2.70775 2.24908 0.29604 0.1 -0.2 0.1
H 0.21358 0.05802 1.90632 0.0 0.2 0.0
H 0.56386 -0.87044 0.45678 0.2 0.1 -0.1
H -1.06432 -0.67162 0.93472 -0.1 0.1 0.1
H 0.75224 1.42836 -0.31293 0.0 0.3 0.2
H -0.71420 0.86078 -0.90961 -0.2 -0.1 0.1
H -0.53807 3.22407 0.49619 -0.1 0.0 -0.3
H -0.86370 2.14410 1.82180 -0.1 -0.1 0.1
H 0.93069 -0.10000 -2.64273 -0.1 -0.1 -0.2
H 1.35004 -1.49398 -3.24345 0.0 0.1 0.1
O 1.08326 -1.05242 -2.42674 0.2 0.1 -0.2
H 3.05169 0.39941 0.40400 0.3 0.0 0.0
H 1.99684 1.31846 0.98488 0.1 0.1 0.3
O 2.94366 1.31024 0.80154 -0.3 -0.3 0.0
H 1.46249 -2.11752 4.38841 0.0 0.0 0.0
H 0.33782 -1.63987 3.42929 0.3 -0.1 0.2
O 1.29485 -1.55011 3.63055 -0.2 0.3 0.0
H -2.03986 1.46787 -3.56703 0.1 -0.1 -0.3
H -0.97462 0.42007 -3.85172 0.2 0.0 -0.1
O -1.92454 0.56266 -3.90251 -0.4 0.0 0.0
H 2.69073 0.39744 3.68332 0.1 0.0 0.0
H 3.39641 1.27292 2.63764 0.1 -0.2 0.4
O 3.35355 1.09617 3.59599 -0.2 0.0 -0.2
H -0.53552 -3.33208 0.08780 -0.1 0.0 0.4
H -0.66768 -3.06823 1.65421 0.0 -0.2 -0.5
O -0.22698 -3.61912 0.98125 0.0 0.0 0.0
H -1.75036 3.86812 -2.80567 -0.2 0.1 0.2
H -2.06198 2.73617 -1.69906 0.1 0.7 -0.6
O -1.61933 2.94926 -2.55815 0.0 -0.4 0.3
H 2.95631 -1.72295 0.09319 0.0 0.2 -0.2
H 2.46145 -1.05388 -1.24607 0.0 -0.1 0.2
O 3.15453 -0.99935 -0.56431 0.0 -0.1 0.3
H 1.52732 1.83556 -2.62022 -0.2 0.1 -0.1
H -0.03222 2.12019 -2.78799 0.5 -0.1 -0.2
O 0.70479 1.55230 -3.09332 0.0 0.0 0.2
H 1.49461 -3.18155 1.11664 0.4 0.0 -0.1
H 2.10246 -2.30012 2.17794 0.4 -0.1 -0.3
O 2.36314 -2.76268 1.35136 -0.6 0.0 0.2
H -0.21150 -2.09448 -1.80393 -0.3 -0.2 0.1
H -1.74540 -2.11667 -1.61702 0.2 -0.2 0.0
O -0.94016 -2.65737 -1.47940 0.0 0.1 -0.1
H -3.21175 0.64946 2.96830 0.0 -0.1 0.1
H -3.12440 0.14560 1.53781 -0.1 0.0 0.2
O -3.18195 -0.16512 2.45340 -0.1 0.1 -0.1
H -3.15438 -0.33449 -1.16403 -0.1 0.2 -0.1
H -2.73988 -0.38296 -2.68804 0.0 -0.1 0.3
O -2.99948 -0.92425 -1.90288 -0.2 -0.1 -0.2
H -2.02532 -1.38089 2.81682 0.5 -0.1 0.0
H -1.83117 -2.66578 3.59342 0.2 -0.3 0.1
O -1.33265 -2.05230 3.04445 -0.9 0.3 0.1
H 2.99441 1.92433 -0.77797 0.1 0.1 0.2
H 3.47068 1.19935 -2.02144 0.2 0.0 0.0
O 3.00958 2.00241 -1.75240 -0.1 0.0 -0.5
```
Forces are in eV/Å.

Values from the calculation:
Expectation value of S² = 0.75
Gap between HOMO and LUMO (alpha / beta) = 10.160 / 6.520 eV
HOMO energy (alpha / beta) = -10.5 / -10.5 eV
Spin multiplicity = 2

Population analysis type Mulliken, resulting atomic charges in e: -0.648, 1.265, -0.913, -0.145, 0.440, 0.057, 0.162, -0.472, -0.286, 0.424, 0.438, 0.421, 0.266, -0.775, 0.524, 0.390, -1.038, 0.270, 0.388, -0.612, 0.417, 0.385, -0.786, 0.301, 0.434, -0.685, 0.454, 0.422, -0.825, 0.243, 0.229, -0.639, 0.399, 0.395, -0.772, 0.400, 0.303, -0.780, 0.433, 0.435, -0.812, 0.425, 0.441, -0.755, 0.369, 0.158, -0.712, 0.254, 0.477, -0.773, 0.356, 0.281, -0.632, 0.443, 0.337, -0.778

Record 2
Computed, not measured: CHNO in the gas phase, with wB97M-V/def2-TZVPD.

Geometry as XYZ:
```
4
Properties=species:S:1:pos:R:3:forces:R:3
N -0.40556 0.71533 0.01939 -8.7 1.2 0.2
C -1.96658 0.37076 0.00398 0.9 -2.9 -0.1
O -3.13200 -0.05216 -0.00512 7.8 3.6 0.1
H 0.04397 -0.16067 -0.06771 0.0 -2.0 -0.2
```
Forces are in eV/Å.

Values from the calculation:
ΔE to the lowest compared entry with this formula, charge and spin = 72.75 kcal per mole
Gap between HOMO and LUMO (alpha / beta) = 10.076 / 10.075 eV
SMILES = N=C=O
HOMO energy (alpha / beta) = -10.3 / -10.3 eV

Population analysis type Mulliken, resulting atomic charges in e: -0.420, 0.585, -0.376, 0.211

Record 3
Computed, not measured: 2 unconnected molecules or ions with the total composition C26H27N3O4, with wB97M-V/def2-TZVPD.

Geometry as XYZ:
```
60
Properties=species:S:1:pos:R:3:forces:R:3
O 0.78468 6.37673 -3.04299 0.9 -1.8 -1.1
N 1.27704 5.39964 -3.65584 -0.3 2.9 -1.5
O 1.59959 5.45132 -4.86495 -0.6 -0.3 2.3
C 1.47041 4.18819 -2.93162 0.2 -2.0 0.9
C 1.97813 3.04332 -3.59193 -0.3 0.8 0.4
C 2.04135 1.83509 -2.90802 -0.2 -0.4 1.0
C 1.63856 1.72457 -1.53980 -0.7 1.9 -0.7
C 1.67354 0.46806 -0.79652 0.6 -0.4 0.9
C 1.99121 0.44854 0.52525 -0.5 0.5 -0.8
C 2.49218 -0.74280 1.22298 -0.2 -2.2 0.1
C 3.21341 -0.56002 2.54916 0.3 0.2 0.3
C 3.62216 0.69784 3.02612 -0.1 0.0 0.2
C 4.25709 0.83694 4.26978 0.1 -0.6 0.1
C 4.52349 -0.30937 5.04335 -0.1 0.0 -0.5
C 4.16454 -1.58377 4.56031 -0.1 0.6 -0.2
C 3.52234 -1.69688 3.32420 -0.1 0.2 0.0
O 2.36057 -1.88273 0.76461 0.2 1.6 0.5
C 1.19029 2.91753 -0.89580 0.2 -0.4 -0.5
C 1.09067 4.12633 -1.57251 0.3 -0.1 -0.7
H 2.30635 3.14229 -4.62988 -0.2 -0.1 0.4
H 2.43067 0.94534 -3.41085 -0.2 0.3 0.1
H 1.51748 -0.45878 -1.36089 0.5 0.2 0.3
H 1.91023 1.35710 1.13262 0.5 -0.2 -0.5
H 3.45163 1.59394 2.42553 0.1 -0.3 0.2
H 4.55590 1.82868 4.63798 -0.2 -0.5 -0.3
H 5.04494 -0.22173 6.00107 -0.3 0.0 -0.3
H 4.38727 -2.48687 5.13891 -0.1 0.4 -0.2
H 3.24699 -2.67703 2.94088 0.0 0.2 0.0
H 0.88597 2.87289 0.15109 0.0 0.0 -0.4
H 0.72134 5.03197 -1.09212 0.1 -0.3 -0.1
C -1.45434 -3.90118 2.24529 -0.1 -0.3 -0.2
C -1.29644 -2.39796 2.27322 -0.1 0.8 -0.2
N -2.15599 -1.64192 1.33221 -0.1 -0.2 -0.2
C -3.50965 -1.32959 1.81717 0.3 -0.3 -0.4
C -3.69066 0.08459 2.34763 -0.1 0.0 0.1
C -1.84843 -1.63218 -0.03496 0.8 -0.5 0.1
C -2.66868 -0.82667 -0.89041 -0.6 0.3 0.1
N -2.65332 -0.84114 -2.27303 0.2 0.0 0.1
C -2.04133 -1.83921 -3.02063 -0.2 0.4 -0.1
C -2.04406 -1.78188 -4.40798 -0.1 0.5 0.1
C -2.58527 -0.68477 -5.08169 -0.1 -0.2 0.1
C -3.24968 0.28328 -4.31928 0.1 -0.1 0.1
C -3.30558 0.19056 -2.94834 0.6 -0.7 -0.1
O -0.85494 -2.26201 -0.45618 -0.6 0.2 0.3
H -0.72664 -4.35653 2.92162 -0.1 0.0 0.0
H -2.45284 -4.21891 2.56190 0.1 0.1 0.0
H -1.27051 -4.27713 1.23968 0.0 0.0 0.0
H -1.57893 -2.03076 3.26585 0.2 0.1 0.0
H -0.24763 -2.11932 2.10883 -0.3 -0.1 -0.1
H -4.21016 -1.51055 0.98730 0.1 0.0 0.3
H -3.74162 -2.04504 2.61931 0.0 0.1 -0.2
H -4.70333 0.18181 2.74889 0.0 0.1 0.0
H -2.98758 0.30140 3.15727 0.0 0.0 -0.1
H -3.56534 0.83062 1.55828 0.1 0.0 0.1
H -3.28194 -0.04779 -0.45319 0.1 -0.1 -0.3
H -1.54344 -2.63023 -2.46678 -0.3 0.3 0.0
H -1.61213 -2.61125 -4.96771 0.0 0.3 0.3
H -2.52447 -0.59163 -6.16764 -0.1 -0.1 0.4
H -3.73923 1.12527 -4.80228 0.1 -0.1 0.1
H -3.80588 0.91378 -2.31448 0.1 -0.2 -0.1
```
Forces are in eV/Å.

Values from the calculation:
ΔE to the lowest compared entry with this formula, charge and spin = 147.98 kcal per mole
Gap between HOMO and LUMO = 5.665 eV
HOMO energy = -7.0 eV

Population analysis type Mulliken, resulting atomic charges in e: -0.585, 0.918, -0.585, 0.022, -0.428, -0.504, 0.483, 0.127, -0.289, 0.314, 0.309, -0.139, -0.815, -0.273, -0.569, -0.410, -0.645, -0.359, -0.650, 0.456, 0.438, 0.441, 0.041, 0.361, 0.352, 0.363, 0.358, 0.421, 0.389, 0.454, -1.163, -0.450, 0.362, -0.894, -1.075, 0.482, -0.380, 0.209, -0.201, -0.651, -0.295, -0.519, -0.201, -0.696, 0.399, 0.322, 0.267, 0.446, 0.070, 0.508, 0.439, 0.374, 0.272, 0.262, 0.117, 0.519, 0.362, 0.403, 0.370, 0.348

Record 4
Computed, not measured: 3 unconnected molecules or ions with the total composition C8H22O12P2S, with wB97M-V/def2-TZVPD.

Geometry as XYZ:
```
45
Properties=species:S:1:pos:R:3:forces:R:3
C 2.13525 -0.81158 2.30835 -0.6 1.1 -0.6
O 3.53121 -0.55117 2.32582 0.5 0.5 0.1
P 4.38387 0.14433 1.15837 -0.4 0.3 1.0
O 3.60819 1.03371 0.27335 0.4 -0.7 0.2
O 5.56236 0.82397 2.00739 -0.4 -0.3 -1.2
C 5.23665 1.91686 2.86505 -0.1 -0.5 1.5
O 5.13801 -1.09628 0.52572 0.3 0.0 0.2
C 4.79204 -1.58668 -0.75956 0.0 0.5 -1.2
H 1.66950 -0.34192 1.43502 0.2 -0.7 -0.5
H 1.59635 -0.24452 3.06963 0.5 -0.4 0.6
H 1.98732 -1.88194 2.39244 -0.2 0.0 -0.1
H 5.43305 1.53830 3.87344 -0.1 0.1 0.0
H 4.18360 2.19161 2.84391 0.0 0.1 -0.4
H 5.88196 2.78439 2.75466 0.0 -0.1 -0.7
H 3.74946 -1.37494 -0.99994 0.0 0.0 0.0
H 4.96800 -2.65161 -0.90516 0.1 -0.1 0.8
H 5.43161 -1.09990 -1.50136 -0.2 0.1 0.0
C -3.24382 -2.06656 -4.47448 -0.8 -0.1 -0.9
O -3.97289 -1.44044 -3.40744 0.9 0.0 0.4
P -3.12135 -0.54043 -2.39359 -0.6 0.0 0.0
O -2.65170 0.76190 -2.88136 0.0 -0.6 0.1
O -1.98462 -1.52661 -1.83212 -0.6 -0.2 -0.7
C -0.66225 -1.12083 -1.62831 2.5 1.1 0.1
O -4.17608 -0.43261 -1.21793 0.1 0.3 0.4
C -4.26388 -1.42828 -0.17876 -0.3 0.3 -0.2
H -3.72173 -1.81180 -5.42485 0.1 0.4 0.2
H -3.38745 -3.14683 -4.43366 0.5 0.0 0.5
H -2.20767 -1.73896 -4.50772 0.1 -0.3 0.1
H -0.33368 -1.25390 -0.59670 -0.6 0.2 0.2
H -0.43899 -0.09843 -1.95406 -0.8 0.2 0.4
H 0.14964 -1.61106 -2.18802 -1.0 -0.9 -0.4
H -4.06638 -2.39628 -0.63130 0.2 -0.2 0.5
H -5.26847 -1.42417 0.24336 -0.1 0.1 -0.4
H -3.61279 -1.13793 0.64645 0.4 -0.4 -0.2
O -0.09346 2.89789 2.94689 -0.6 -1.1 -0.3
S -0.91710 1.91454 2.31230 -0.7 0.3 -1.4
O -0.81520 0.50631 2.61938 -0.1 1.5 -0.2
O -2.46300 2.40206 2.37708 1.1 -0.1 1.0
C -3.13961 2.43021 1.12873 -0.2 -1.2 0.2
C -2.06208 2.17786 0.05732 -1.4 0.6 -0.4
O -0.80411 2.11534 0.68490 0.5 -0.2 1.3
H -3.82755 1.58101 1.11205 -0.1 0.1 0.1
H -3.74088 3.33335 1.07084 0.4 0.3 -0.1
H -2.11884 2.99590 -0.65798 0.6 -0.1 -0.1
H -2.34247 1.26613 -0.45814 0.5 -0.1 -0.1
```
Forces are in eV/Å.

Values from the calculation:
ΔE to the lowest compared entry with this formula, charge and spin = 0.00 kcal per mole
Gap between HOMO and LUMO = 11.026 eV
SMILES = COP(=O)(OC)OC.COP(=O)(OC)OC.O=S1(=O)OCCO1
HOMO energy = -10.5 eV

Population analysis type Mulliken, resulting atomic charges in e: -0.537, -0.332, 1.140, -0.689, -0.405, -0.613, -0.326, -0.565, 0.135, 0.283, 0.336, 0.256, 0.288, 0.276, 0.223, 0.260, 0.280, -0.642, -0.360, 0.959, -0.684, -0.305, -0.716, -0.310, -0.546, 0.267, 0.249, 0.303, 0.299, 0.398, 0.278, 0.329, 0.246, 0.199, -0.564, 1.172, -0.534, -0.388, -0.299, 0.504, -0.307, 0.196, 0.300, 0.319, -0.377

Electronic energy? In order: -45261.1992, -4587.5714, -40055.5614, -62638.5038 eV.
Strongest force on any atom? In order: 0.953, 8.790, 3.238, 2.736 eV/A.